Record 1
Entry from OMol25: a 13-piece molecular cluster, C6H36N2O12 overall (wB97M-V/def2-TZVPD).

- Total charge: 0
- Energy above the lowest of the compared OMol25 structures with the same formula, charge and spin: 0.00 kcal/mol
- E_tot: -1262.54143 hartree
- Spin multiplicity: 1
- Kohn-Sham gap: 9.10 eV
- F_max: 0.045 Eh/bohr

Last column: natural (NBO) charge in e.
Cartesian coordinates (Å):
1 C 0.6498 3.5507 0.6241  -0.623
2 C 0.2876 2.4441 -0.4156  -0.032
3 C 0.6606 1.0885 0.2707  -0.468
4 C 0.6705 -0.0982 -0.6134  -0.175
5 C 1.3281 -1.2233 -0.2840  -0.069
6 N 1.4251 -2.2768 -1.1950  -0.469
7 C 2.0383 -3.3188 -0.8107  -0.014
8 N -1.1571 2.4844 -0.7663  -0.901
9 H 0.0784 3.4104 1.5201  0.208
10 H 0.5345 4.5544 0.2619  0.208
11 H 1.6901 3.4173 0.9428  0.210
12 H 0.8967 2.6290 -1.3260  0.196
13 H -0.1225 1.0711 1.0997  0.202
14 H 1.6487 1.2678 0.7523  0.245
15 H 0.3457 0.1100 -1.6389  0.193
16 H 1.8511 -1.3224 0.6708  0.203
17 H 2.6584 -3.4292 0.0871  0.149
18 H 1.9243 -4.3109 -1.2957  0.169
19 H -1.3104 3.4527 -1.0500  0.363
20 H -1.8661 2.2835 -0.0719  0.399
21 H 0.5209 -1.4640 -3.8035  0.492
22 H -0.5393 -0.3725 -3.6189  0.467
23 O -0.3000 -1.1204 -4.1780  -0.949
24 H 3.7856 -0.5887 2.4117  0.492
25 H 2.1574 -0.5657 2.3872  0.509
26 O 2.9933 -0.1441 2.0987  -0.994
27 H -0.6888 -2.8933 -0.7525  0.509
28 H -1.1829 -4.1300 -0.1587  0.472
29 O -0.7277 -3.3324 0.1404  -0.991
30 H -0.6812 0.9215 3.0780  0.502
31 H -1.0172 0.7878 4.5349  0.471
32 O -1.0086 1.4573 3.8442  -0.976
33 H -2.2881 1.9690 2.6970  0.490
34 H -3.5859 1.3050 2.7094  0.461
35 O -3.1260 1.9751 2.1926  -0.970
36 H 3.8728 0.6839 0.5145  0.487
37 H 4.1046 2.0160 1.2230  0.467
38 O 4.3974 1.4992 0.4662  -0.955
39 H 0.5711 -2.7933 2.0449  0.498
40 H 0.4735 -1.6953 3.1603  0.494
41 O 1.0684 -2.3290 2.7275  -0.990
42 H -2.1313 -3.1997 -2.8865  0.499
43 H -1.3042 -1.8471 -2.4777  0.515
44 O -1.7820 -2.6344 -2.1969  -0.998
45 H -1.8041 1.0700 -2.1245  0.508
46 H -3.3115 0.6164 -2.2399  0.489
47 O -2.3981 0.3069 -2.2261  -0.997
48 H -2.1222 -2.0211 -0.1910  0.503
49 H -2.5577 -0.5654 -0.6538  0.501
50 O -2.2720 -1.0987 0.1014  -1.014
51 H 0.0086 1.0642 -4.6198  0.474
52 H -0.0839 2.2048 -3.6114  0.463
53 O 0.5366 1.7413 -4.1824  -0.935
54 H -1.7407 -1.0477 2.9075  0.487
55 H -1.0999 -0.8430 1.4794  0.539
56 O -0.9685 -0.7168 2.4408  -1.013

Record 2
Entry from OMol25: C14H9F6N3S2 in the gas phase (wB97M-V/def2-TZVPD).

- Total charge: 0
- Energy above the lowest of the compared OMol25 structures with the same formula, charge and spin: 16.49 kcal/mol
- E_tot: -2098.64339 hartree
- Spin multiplicity: 1
- Kohn-Sham gap: 7.76 eV
- F_max: 0.100 Eh/bohr
- SMILES: NC(=S)N/N=C(/c1cc(C(F)(F)F)cc(C(F)(F)F)c1)c1cccs1

Last column: natural (NBO) charge in e.
Cartesian coordinates (Å):
1 N 1.9004 -4.4556 -1.0961  -0.823
2 C 2.8295 -3.5630 -0.7276  0.205
3 S 4.1903 -4.0507 -0.0920  -0.055
4 N 2.5016 -2.2191 -0.7073  -0.439
5 N 1.2534 -1.6327 -0.6516  -0.230
6 C 1.0891 -0.2947 -0.4321  0.173
7 C -0.3440 0.1313 -0.2859  -0.101
8 C -0.8352 0.7794 0.8262  -0.070
9 C -2.1979 1.2366 1.0773  -0.172
10 C -2.5657 1.6839 2.4446  0.979
11 F -1.5066 2.0851 3.2606  -0.327
12 F -3.1289 0.6774 3.1468  -0.307
13 F -3.4251 2.7500 2.2423  -0.324
14 C -3.0419 1.0111 -0.0228  -0.164
15 C -2.6348 0.3110 -1.1453  -0.104
16 C -3.6870 -0.2099 -2.2597  0.986
17 F -4.9910 0.0786 -1.9407  -0.322
18 F -3.5172 -1.5537 -2.0150  -0.320
19 F -3.5330 0.2149 -3.6100  -0.324
20 C -1.2441 -0.0166 -1.3002  -0.136
21 C 2.1257 0.6868 0.0984  -0.287
22 C 1.8783 2.0670 0.0131  -0.218
23 C 2.8351 2.7230 0.8562  -0.248
24 C 3.6006 1.8261 1.5624  -0.371
25 S 3.3670 0.1383 1.1915  0.450
26 H 1.2187 -4.0895 -1.7661  0.375
27 H 1.3539 -4.5569 -0.2595  0.390
28 H 3.2514 -1.6673 -0.3411  0.381
29 H -0.2112 0.8543 1.6414  0.209
30 H -4.1135 1.2832 -0.0929  0.246
31 H -0.8070 -0.4995 -2.1409  0.232
32 H 1.0353 2.4410 -0.5840  0.249
33 H 2.9409 3.7721 0.9092  0.233
34 H 4.4129 2.0584 2.2008  0.233

Record 3
Entry from OMol25: C4H6N2O2 in the gas phase (wB97M-V/def2-TZVPD).

- Total charge: 0
- Energy above the lowest of the compared OMol25 structures with the same formula, charge and spin: 123.19 kcal/mol
- E_tot: -415.84430 hartree
- Spin multiplicity: 1
- Kohn-Sham gap: 9.50 eV
- F_max: 0.030 Eh/bohr
- SMILES: N[C@]12ON1[C@H]1C[C@]12O

Last column: natural (NBO) charge in e.
Cartesian coordinates (Å):
1 N -0.3661 -2.0891 0.5665  -0.826
2 C -0.2419 -0.9437 -0.1865  0.472
3 O -0.6516 -0.8256 -1.4896  -0.389
4 N 0.7727 -0.6779 -1.2276  -0.149
5 C 0.9558 0.7006 -0.6450  -0.134
6 C -0.3089 1.5171 -0.5608  -0.446
7 C -0.0300 0.4468 0.4582  0.192
8 O -0.0122 0.5848 1.8260  -0.680
9 H -1.0170 -1.9979 1.3332  0.394
10 H -0.4934 -2.9222 0.0084  0.394
11 H 1.9570 1.0897 -0.6608  0.222
12 H -1.0870 1.3980 -1.3000  0.240
13 H -0.1667 2.5277 -0.2066  0.226
14 H 0.6894 1.1920 2.0847  0.484

Record 4
Entry from OMol25: a 2-piece molecular cluster, C21H43B2N5O8S2 overall (wB97M-V/def2-TZVPD).

- Total charge: 0
- E_tot: -2547.56970 hartree
- Spin multiplicity: 1
- Kohn-Sham gap: 5.12 eV
- F_max: 0.087 Eh/bohr

Last column: Löwdin charge in e.
Cartesian coordinates (Å):
1 C -3.9748 3.4860 1.9327  -0.068
2 C -3.5921 2.2301 1.0349  -0.239
3 O -2.7162 1.4156 1.8402  -0.167
4 C -2.0659 0.4247 1.0339  -0.098
5 C -0.5153 0.2322 1.4465  -0.342
6 O -0.5768 0.7358 2.7927  0.033
7 O -0.1759 -1.1382 1.6298  -0.081
8 C 0.8017 -1.7212 0.7864  -0.412
9 O 2.0575 -1.6136 1.5112  -0.002
10 C 0.4994 -3.3177 0.9057  -0.344
11 S -0.7521 -3.7408 2.2037  0.887
12 C -0.0492 -3.3721 3.8604  -0.511
13 C -1.2618 -3.5217 4.8833  -0.166
14 C 0.9012 -1.1793 -0.7011  -0.136
15 B 2.1206 -2.0007 -1.4268  -0.472
16 O 2.6919 -1.6218 -2.6907  0.095
17 N 2.8537 -3.1626 -0.8529  -0.131
18 C 4.2077 -2.8234 -0.3798  -0.077
19 C 2.8757 -4.2154 -1.9111  -0.063
20 C -0.3389 -1.6589 -1.5720  -0.123
21 C -1.5712 -2.0877 -0.9063  -0.001
22 C -2.6463 -2.5667 -1.7557  -0.004
23 C -2.3454 -2.5641 -3.1570  -0.143
24 N -1.2622 -2.1886 -3.8674  0.086
25 C -0.2747 -1.7524 -3.0408  -0.116
26 N 1.1260 0.3244 -0.6144  -0.151
27 S 0.5651 1.0908 -2.1683  1.106
28 B 2.6102 0.7948 -0.6509  -0.729
29 O 3.7013 0.2515 0.0133  0.170
30 O 3.0180 1.8384 -1.5025  0.097
31 C 0.5108 1.0771 0.5390  -0.317
32 N 1.5483 1.5369 1.5053  0.121
33 C -0.2379 2.4160 0.2271  -0.153
34 C 0.5921 3.7184 -0.1180  -0.145
35 C 0.1572 4.2837 -1.5332  -0.284
36 N 1.2985 4.5477 -2.4637  -0.023
37 H -3.5963 3.3344 2.9814  0.072
38 H -3.4655 4.4195 1.5703  0.073
39 H -5.0763 3.6473 1.9875  0.064
40 H -4.5599 1.7403 0.7576  0.121
41 H -3.1223 2.6466 0.1030  0.073
42 H -2.5508 -0.5345 1.3826  0.143
43 H -2.2038 0.6021 -0.0588  0.130
44 H 0.1055 0.2545 3.2903  0.109
45 H 1.8616 -1.8229 2.4420  0.105
46 H 1.4254 -3.8677 1.2170  0.091
47 H 0.2331 -3.7671 -0.0845  0.092
48 H 0.3760 -2.3416 3.8917  0.057
49 H 0.6839 -4.1672 4.1510  0.077
50 H -2.1635 -3.1486 4.3200  0.058
51 H -1.1145 -2.9325 5.8140  0.075
52 H -1.4790 -4.6059 5.0718  0.077
53 H 3.5293 -1.1458 -2.5628  0.116
54 H 4.8868 -3.6982 -0.5644  0.100
55 H 4.2337 -2.6559 0.7311  0.089
56 H 4.6844 -1.9350 -0.8652  0.083
57 H 1.9124 -4.1218 -2.4896  0.097
58 H 3.7080 -4.0724 -2.6426  0.098
59 H 2.9071 -5.2108 -1.3965  0.102
60 H -1.7466 -2.1245 0.1855  0.078
61 H -3.5876 -2.9210 -1.2959  0.116
62 H -3.1755 -2.9680 -3.7959  0.115
63 H 0.6193 -1.3998 -3.6106  0.109
64 H -0.8161 1.0486 -2.1536  0.000
65 H 3.6357 0.2241 0.9785  0.112
66 H 3.6176 2.3927 -0.9745  0.131
67 H 1.8426 0.7954 2.1375  0.086
68 H 1.2267 2.3191 2.0631  0.116
69 H -0.6775 2.6932 1.2316  0.141
70 H -1.1282 2.3649 -0.4431  0.060
71 H 0.3318 4.5518 0.5957  0.116
72 H 1.7006 3.6295 -0.0360  0.088
73 H -0.5169 3.5532 -2.0403  0.045
74 H -0.3979 5.2497 -1.4211  0.111
75 H 1.3172 3.8157 -3.1771  0.040
76 H 2.1864 4.4919 -1.9659  0.035
77 C -3.0731 4.2772 -2.4148  -0.419
78 O -2.5333 3.2675 -1.7072  -0.414
79 H -3.9862 4.0457 -3.0060  0.043
80 H -3.4078 5.1698 -1.8396  0.048
81 H -2.4266 4.7495 -3.1910  0.044